# 1
Molecular formula: C33H25BBrF4N2O3PTc
Method: DFT, ωB97M-V with the def2-TZVPD basis set

Last column: Mulliken charge in e.
Cartesian coordinates (Å):
C1 1.276 0.277 -4.930  -1.01
H1 -1.837 2.666 0.237  0.11
H2 1.861 -0.929 3.806  0.38
H3 -3.522 -1.216 0.947  0.46
H4 -0.404 2.132 2.071  0.41
C2 0.586 2.595 -0.910  0.16
C3 1.018 -0.271 3.931  -0.58
N1 0.715 0.530 2.819  0.55
C4 -3.739 2.623 1.213  -0.79
C5 4.046 2.290 -0.864  -0.15
H5 -0.169 -0.392 -6.354  0.38
H6 -0.949 -3.278 3.502  0.47
H7 -1.888 2.266 4.065  0.53
H8 5.915 2.391 -1.886  0.29
P1 -1.093 -0.121 -0.299  2.88
F1 0.377 3.296 0.295  -0.38
C6 -1.642 -0.424 -2.001  -0.30
C7 -1.052 -1.789 0.453  0.40
H9 -2.456 -1.104 -5.715  0.38
C8 -0.880 -2.921 -0.341  -1.02
Tc1 1.150 0.658 -0.509  -1.03
H10 6.199 0.016 -1.437  0.30
F2 3.064 -2.875 0.818  -0.23
H11 2.038 0.477 -5.677  0.42
C9 -0.634 -0.198 -2.970  0.25
C10 -4.768 1.834 1.708  -0.59
C11 -0.730 -4.173 0.243  -0.65
C12 0.643 0.296 -2.561  -0.84
C13 -2.229 -0.917 -4.670  -0.72
C14 -4.687 0.452 1.601  -0.88
H12 1.300 3.184 -1.474  0.57
H13 6.199 0.363 0.285  0.31
H14 -5.632 2.293 2.173  0.41
C15 5.696 0.585 -0.655  -0.39
B1 2.922 -1.774 0.116  0.63
H15 -4.173 -1.464 -3.988  0.42
H16 -3.654 -1.017 -1.602  0.47
C16 -0.305 1.478 2.926  -0.31
C17 5.543 2.067 -0.916  -0.57
O1 3.493 3.340 -0.909  -0.53
C18 0.238 -0.221 5.044  -0.34
H17 -3.796 3.703 1.288  0.44
H18 -0.598 -5.045 -0.387  0.43
H19 -1.236 -1.070 2.477  0.77
C19 0.058 -0.203 -5.311  -0.83
H20 2.542 0.922 -3.322  0.28
C20 4.275 0.135 -0.556  -0.20
C21 -3.185 -1.117 -3.711  -0.94
C22 -0.857 0.656 5.105  -0.16
H21 0.475 -0.864 5.880  0.46
C23 -2.891 -0.865 -2.355  -0.19
C24 -0.926 -3.184 2.422  -0.88
C25 -1.092 1.534 4.026  -0.38
H22 -5.486 -0.173 1.983  0.43
C26 -3.578 -0.135 1.010  -0.54
C27 -2.532 0.651 0.522  0.98
F3 -0.628 2.719 -1.601  -0.30
C28 -0.750 -4.307 1.623  -0.84
C29 -2.629 2.038 0.621  -0.37
Br1 -1.974 0.686 6.618  -0.18
N2 3.358 1.028 -0.744  0.70
O2 4.106 -1.088 -0.167  -0.72
F4 1.820 -1.620 -0.633  0.24
H23 6.009 2.692 -0.158  0.32
C30 -1.076 -1.934 1.841  -0.28
H24 -0.634 -5.284 2.077  0.39
H25 -0.859 -2.826 -1.420  0.36
C31 -0.939 -0.448 -4.331  1.15
O3 2.297 -0.489 1.571  -0.88
C32 1.330 0.342 1.608  0.48
C33 1.561 0.522 -3.563  0.38

Computed properties:
- spin multiplicity = 4
- ΔE to the lowest compared entry with this formula, charge and spin (kJ/mol) = 142.74
- E (Eh) = -5028.3906
- Kohn-Sham gap (alpha / beta) (eV) = 6.57 / 7.21
- HOMO (alpha / beta) (eV) = -6.3 / -7.9
- expectation value of S² = 3.80
- strongest force on any atom (eV/Å) = 1.90

=====

# 2
Molecular formula: C33H25Cl3N4O4PTa
Method: DFT, ωB97M-V with the def2-TZVPD basis set

Last column: Mulliken charge in e.
Cartesian coordinates (Å):
H1 3.113 -0.794 0.271  0.50
H2 5.034 -1.081 -4.053  0.46
C1 -1.850 -0.842 3.131  1.21
C2 2.186 -0.202 -2.450  0.45
Ta1 -0.635 -0.107 0.532  1.74
H3 -0.842 1.158 -2.380  0.38
O1 0.177 -1.972 -0.263  -0.16
H4 -1.754 -2.572 4.423  0.50
Cl1 0.552 -4.106 -2.197  -0.08
H5 4.286 -0.014 -1.973  0.43
H6 1.321 5.350 0.370  0.49
H7 -2.767 -1.432 6.320  0.44
C3 2.823 0.259 0.342  -0.59
H8 0.198 -0.518 -3.218  0.19
H9 3.724 0.866 0.264  0.58
C4 -1.812 3.070 -2.367  -0.95
C5 3.047 -1.392 -4.803  -0.66
C6 -0.961 -2.797 2.096  -0.79
C7 0.323 -3.207 2.424  0.32
H10 -2.986 -3.373 1.708  0.58
H11 1.105 -2.471 2.569  0.55
H12 -3.481 0.931 6.201  0.43
C8 -3.031 0.464 5.337  -0.74
C9 1.965 2.880 -2.529  -0.39
H13 0.967 -1.579 -5.297  0.44
C10 -2.429 4.021 -1.568  -0.46
N1 -2.341 2.264 1.627  -1.37
C11 1.694 2.397 -1.250  0.70
C12 -0.770 -2.052 -1.086  -0.80
O2 0.806 0.504 1.606  -0.71
C13 3.552 -0.358 -2.691  -0.49
H14 3.386 -1.858 -5.718  0.43
H15 -3.094 4.448 0.454  0.61
H16 -1.697 3.216 -3.431  0.52
N2 -1.433 1.675 -0.465  0.19
C14 -2.625 -0.884 5.398  -0.71
N3 -1.261 -1.384 1.980  0.56
H17 2.224 4.620 -3.751  0.47
H18 1.254 2.944 0.800  0.32
Cl2 -1.546 -2.665 -3.594  -0.07
C15 -1.720 -5.067 2.117  -0.85
P1 1.597 0.611 -0.965  1.33
C16 -2.239 0.509 3.096  0.42
C17 3.976 -0.956 -3.866  -0.80
C18 -1.328 1.918 -1.785  0.00
C19 2.196 0.474 1.699  0.03
H19 -2.518 -5.788 2.009  0.51
H20 -2.809 4.938 -1.999  0.49
H21 -3.126 2.206 4.081  0.52
H22 1.791 6.202 -1.903  0.46
O3 -1.609 -1.080 -1.080  -0.63
O4 2.747 0.577 2.735  -0.48
C20 1.453 3.294 -0.207  -0.61
H23 -0.231 -6.542 2.566  0.45
C21 0.586 -4.559 2.583  -1.03
C22 -2.584 3.769 -0.213  -0.54
Cl3 -2.195 -4.245 -1.275  -0.06
C23 1.996 4.249 -2.761  -0.86
C24 -2.049 -1.539 4.329  -0.74
H24 2.171 2.195 -3.342  0.42
C25 1.754 5.136 -1.723  -0.66
C26 -1.986 -3.715 1.945  0.21
C27 -0.958 -3.244 -2.031  1.27
C28 1.261 -0.639 -3.393  0.17
N4 -1.998 1.084 1.882  0.99
C29 1.487 4.658 -0.445  -0.82
C30 1.689 -1.234 -4.570  -1.05
H25 1.585 -4.885 2.840  0.49
C31 -0.436 -5.489 2.431  -0.60
C32 -2.090 2.584 0.291  0.12
C33 -2.841 1.168 4.183  -0.71

Computed properties:
- spin multiplicity = 1
- net charge = +2
- ΔE to the lowest compared entry with this formula, charge and spin (kJ/mol) = 4.20
- E (Eh) = -3571.0944
- Kohn-Sham gap (eV) = 5.72
- HOMO (eV) = -13.9
- strongest force on any atom (eV/Å) = 0.58

=====

# 3
Molecular formula: C33H25F3O3S
Method: DFT, ωB97M-V with the def2-TZVPD basis set

Last column: Mulliken charge in e.
Cartesian coordinates (Å):
C1 1.159 4.552 1.445  -0.87
C2 -0.309 -0.640 -3.660  0.99
F1 2.296 2.855 7.273  -0.28
C3 0.706 4.613 -0.877  -0.94
C4 -2.805 -0.519 -5.533  -0.38
C5 -2.184 -4.436 0.497  -0.49
H1 0.486 2.347 5.673  0.47
H2 -0.149 -2.079 -0.901  0.11
C6 1.410 0.545 2.892  -0.16
C7 0.924 -0.998 -3.112  -0.77
O1 -0.736 -1.436 -4.657  -0.48
H3 -0.240 -3.468 3.150  0.44
H4 1.924 2.615 2.200  0.45
C8 3.158 2.303 6.364  0.85
C9 1.119 1.777 4.984  -0.89
C10 2.486 1.579 5.240  0.38
O2 1.871 -2.317 2.680  -0.67
C11 0.745 3.226 -0.911  -0.82
H5 1.630 -1.664 -3.609  0.41
H6 -2.051 -3.574 -1.506  0.47
H7 -0.454 1.320 3.575  0.41
H8 -2.112 -5.028 2.596  0.36
H9 -0.105 0.256 1.360  0.62
H10 -1.213 1.821 -1.528  0.61
H11 -5.911 -1.911 -5.344  0.38
C12 0.906 5.275 0.307  -0.51
C13 -4.194 -0.650 -5.671  -0.47
H12 4.343 0.624 4.686  0.43
C14 1.088 2.475 0.226  0.32
H13 0.868 6.331 0.347  0.44
H14 -2.996 -5.121 0.245  0.39
H15 2.238 -0.672 -1.457  0.41
C15 -4.073 -2.928 -4.874  -0.57
F2 4.019 1.473 7.056  -0.27
C16 3.301 0.815 4.416  -1.17
H16 -2.290 0.388 -5.836  0.53
H17 3.401 -0.317 2.669  0.39
C17 -4.827 -1.837 -5.288  -0.46
H18 -4.549 -3.891 -4.685  0.36
H19 -4.761 0.185 -6.050  0.40
C18 -0.088 -2.698 1.144  -0.27
H20 2.317 0.657 0.060  0.37
C19 0.573 1.140 3.869  -0.29
H21 0.719 2.718 -1.869  0.58
C20 1.348 3.167 1.419  -0.02
O3 2.304 -1.899 0.335  -0.69
H22 -1.961 0.723 -3.595  0.49
C21 -2.093 -1.586 -4.956  0.26
C22 -1.654 -3.577 -0.482  -0.56
S1 1.380 -1.684 1.435  1.45
C23 -1.693 -4.380 1.812  -0.59
C24 -2.719 -2.794 -4.638  -0.32
C25 2.703 0.212 3.319  -0.04
C26 0.972 0.203 1.418  -0.07
H23 1.388 5.038 2.426  0.35
C27 1.224 0.972 0.091  0.40
H24 0.651 5.125 -1.809  0.43
F3 3.912 3.367 5.915  -0.26
C28 1.278 -0.455 -1.902  -0.97
C29 -0.603 -2.725 -0.147  0.18
C30 -1.107 0.330 -3.064  -0.67
C31 -0.647 -3.510 2.139  -0.31
C32 -0.700 0.912 -1.879  -0.57
H25 -2.097 -3.595 -4.213  0.46
C33 0.475 0.448 -1.210  0.26

Computed properties:
- spin multiplicity = 1
- SMILES = O=S(=O)(c1ccccc1)[C@@H](c1ccc(C(F)(F)F)cc1)[C@H](c1ccccc1)c1ccc(Oc2ccccc2)cc1
- ΔE to the lowest compared entry with this formula, charge and spin (kJ/mol) = 179.34
- E (Eh) = -2195.9229
- Kohn-Sham gap (eV) = 8.99
- HOMO (eV) = -8.7
- strongest force on any atom (eV/Å) = 3.65

=====

# 4
Molecular formula: C33H25FNO4PPdSe
Method: DFT, ωB97M-V with the def2-TZVPD basis set

Last column: Mulliken charge in e.
Cartesian coordinates (Å):
C1 4.982 0.179 2.843  -1.99
C2 0.352 -1.367 0.479  -1.17
H1 3.718 0.683 0.823  0.72
H2 5.478 0.690 2.023  0.49
H3 -2.104 -2.547 -4.213  0.30
H4 0.441 1.074 -6.357  0.45
C3 -0.102 0.262 -5.894  -1.00
H5 1.257 -1.953 0.602  0.36
H6 1.979 0.906 6.317  0.41
Pd1 -0.785 1.969 -2.082  -0.31
C4 -1.447 -0.099 1.439  -0.51
C5 -0.134 -1.121 -0.794  -0.51
H7 -1.954 0.298 2.306  0.51
H8 -5.022 -1.113 -2.889  0.44
H9 -2.808 0.784 0.028  0.31
O1 3.310 0.705 -1.342  -0.87
C6 -0.360 1.762 -3.969  0.82
C7 -0.616 2.824 2.810  -1.31
O2 0.270 2.682 -4.440  -0.66
H10 2.795 -0.505 4.485  0.27
P1 -2.322 -0.184 -2.488  0.30
H11 0.057 -1.102 2.585  0.35
C8 -1.338 -0.567 -3.970  1.00
H12 -1.409 3.129 2.146  0.69
C9 -0.986 -1.964 -5.926  -0.73
H13 4.340 2.010 3.731  0.16
H14 4.581 -0.768 2.487  0.35
C10 -1.527 -1.756 -4.671  -0.55
H15 0.115 2.586 6.108  0.48
C11 0.638 2.093 0.814  1.44
C12 -0.315 -0.884 1.593  -0.40
O3 1.236 1.116 -1.964  -0.23
C13 -3.137 -4.124 -1.417  -0.80
C14 -3.128 -1.851 -2.237  -0.16
N1 2.752 1.299 2.583  0.40
C15 -0.733 2.935 4.173  0.29
C16 0.245 2.492 5.039  -0.80
C17 1.589 1.830 3.125  -0.72
H16 5.730 -0.020 3.611  0.47
C18 2.825 1.131 1.228  -0.24
C19 2.154 1.082 -1.108  -0.17
C20 2.457 1.390 5.459  -1.18
H17 3.064 2.214 5.859  0.35
C21 3.359 0.395 4.744  -0.98
H18 -5.025 -5.138 -1.419  0.34
Se1 -2.660 3.257 -2.544  -1.11
C22 0.558 2.263 2.254  0.49
H19 4.195 0.105 5.385  0.40
C23 -5.174 -3.134 -2.190  -0.57
H20 0.153 -1.090 -7.531  0.35
C24 1.850 1.462 0.350  -0.33
F1 -1.863 3.490 4.716  -0.39
C25 -1.926 0.167 0.173  -0.91
C26 -0.264 -0.938 -6.543  -0.46
C27 1.414 1.918 4.507  1.44
C28 3.883 1.042 3.459  0.58
H21 -1.398 -2.902 -1.533  0.42
H22 0.397 -1.503 -1.656  0.58
O4 -0.308 2.482 0.080  -1.06
H23 -1.135 -2.912 -6.433  0.38
C29 -1.287 -0.351 -0.961  1.45
C30 -4.496 -1.962 -2.471  -0.52
C31 -0.614 0.479 -4.604  0.06
H24 -6.240 -3.195 -2.369  0.37
C32 -4.498 -4.221 -1.654  -0.43
H25 -2.598 -4.959 -0.986  0.41
C33 -2.461 -2.957 -1.708  0.42

Computed properties:
- spin multiplicity = 1
- net charge = -2
- ΔE to the lowest compared entry with this formula, charge and spin (kJ/mol) = 84.19
- E (Eh) = -4598.8155
- Kohn-Sham gap (eV) = 2.91
- HOMO (eV) = 0.8
- strongest force on any atom (eV/Å) = 2.74

=====

Q: Among the records above, which one has the highest spin multiplicity?
A: C33H25BBrF4N2O3PTc

=====

Copy entry 4 word for word.
Molecular formula: C33H25FNO4PPdSe
Method: DFT, ωB97M-V with the def2-TZVPD basis set

Last column: Mulliken charge in e.
Cartesian coordinates (Å):
C1 4.982 0.179 2.843  -1.99
C2 0.352 -1.367 0.479  -1.17
H1 3.718 0.683 0.823  0.72
H2 5.478 0.690 2.023  0.49
H3 -2.104 -2.547 -4.213  0.30
H4 0.441 1.074 -6.357  0.45
C3 -0.102 0.262 -5.894  -1.00
H5 1.257 -1.953 0.602  0.36
H6 1.979 0.906 6.317  0.41
Pd1 -0.785 1.969 -2.082  -0.31
C4 -1.447 -0.099 1.439  -0.51
C5 -0.134 -1.121 -0.794  -0.51
H7 -1.954 0.298 2.306  0.51
H8 -5.022 -1.113 -2.889  0.44
H9 -2.808 0.784 0.028  0.31
O1 3.310 0.705 -1.342  -0.87
C6 -0.360 1.762 -3.969  0.82
C7 -0.616 2.824 2.810  -1.31
O2 0.270 2.682 -4.440  -0.66
H10 2.795 -0.505 4.485  0.27
P1 -2.322 -0.184 -2.488  0.30
H11 0.057 -1.102 2.585  0.35
C8 -1.338 -0.567 -3.970  1.00
H12 -1.409 3.129 2.146  0.69
C9 -0.986 -1.964 -5.926  -0.73
H13 4.340 2.010 3.731  0.16
H14 4.581 -0.768 2.487  0.35
C10 -1.527 -1.756 -4.671  -0.55
H15 0.115 2.586 6.108  0.48
C11 0.638 2.093 0.814  1.44
C12 -0.315 -0.884 1.593  -0.40
O3 1.236 1.116 -1.964  -0.23
C13 -3.137 -4.124 -1.417  -0.80
C14 -3.128 -1.851 -2.237  -0.16
N1 2.752 1.299 2.583  0.40
C15 -0.733 2.935 4.173  0.29
C16 0.245 2.492 5.039  -0.80
C17 1.589 1.830 3.125  -0.72
H16 5.730 -0.020 3.611  0.47
C18 2.825 1.131 1.228  -0.24
C19 2.154 1.082 -1.108  -0.17
C20 2.457 1.390 5.459  -1.18
H17 3.064 2.214 5.859  0.35
C21 3.359 0.395 4.744  -0.98
H18 -5.025 -5.138 -1.419  0.34
Se1 -2.660 3.257 -2.544  -1.11
C22 0.558 2.263 2.254  0.49
H19 4.195 0.105 5.385  0.40
C23 -5.174 -3.134 -2.190  -0.57
H20 0.153 -1.090 -7.531  0.35
C24 1.850 1.462 0.350  -0.33
F1 -1.863 3.490 4.716  -0.39
C25 -1.926 0.167 0.173  -0.91
C26 -0.264 -0.938 -6.543  -0.46
C27 1.414 1.918 4.507  1.44
C28 3.883 1.042 3.459  0.58
H21 -1.398 -2.902 -1.533  0.42
H22 0.397 -1.503 -1.656  0.58
O4 -0.308 2.482 0.080  -1.06
H23 -1.135 -2.912 -6.433  0.38
C29 -1.287 -0.351 -0.961  1.45
C30 -4.496 -1.962 -2.471  -0.52
C31 -0.614 0.479 -4.604  0.06
H24 -6.240 -3.195 -2.369  0.37
C32 -4.498 -4.221 -1.654  -0.43
H25 -2.598 -4.959 -0.986  0.41
C33 -2.461 -2.957 -1.708  0.42

Computed properties:
- spin multiplicity = 1
- net charge = -2
- ΔE to the lowest compared entry with this formula, charge and spin (kJ/mol) = 84.19
- E (Eh) = -4598.8155
- Kohn-Sham gap (eV) = 2.91
- HOMO (eV) = 0.8
- strongest force on any atom (eV/Å) = 2.74

=====

Q: What is the formula in the second record?
A: C33H25Cl3N4O4PTa